Entry 1:
The following is a DFT calculation (the ωB97M-V functional and the def2-TZVPD basis) of C21H26MnN4OS3 as an isolated structure in a non-equilibrium geometry.

Positions of all 56 atoms, in Å:
Mn -0.3751 -0.8791 0.4016
C 3.8515 -1.1842 -0.3231
C 2.4195 -1.5659 -0.1790
N 1.4892 -0.6095 -0.1952
N 1.9050 0.6309 -0.5066
C 1.0212 1.5690 -0.5432
S -0.6728 1.2244 -0.2694
S 1.4239 3.2331 -0.8166
C 2.7137 3.1424 -2.1250
C 1.9238 2.8022 -3.3431
C 2.0287 1.5507 -3.9422
C 1.2173 1.2341 -5.0149
C 0.2649 2.1462 -5.4674
C 0.1654 3.4014 -4.8830
C 0.9874 3.7303 -3.8253
C 2.0734 -2.9582 -0.0995
C 3.0460 -3.9785 -0.0898
C 2.7011 -5.3065 -0.1959
C 1.3667 -5.6886 -0.3301
C 0.3772 -4.7323 -0.2782
C 0.6986 -3.3774 -0.1152
O -0.2265 -2.4735 0.0263
H 3.9408 -0.1080 -0.4323
H 4.2987 -1.6788 -1.1842
H 4.4033 -1.4942 0.5637
H 3.4660 2.4051 -1.8596
H 3.1526 4.1387 -2.1631
H 2.7653 0.8464 -3.5860
H 1.3193 0.2759 -5.5009
H -0.3929 1.8716 -6.2761
H -0.5595 4.1114 -5.2475
H 0.9219 4.7033 -3.3611
H 4.0886 -3.7225 0.0084
H 3.4686 -6.0616 -0.1794
H 1.1068 -6.7269 -0.4696
H -0.6657 -5.0044 -0.3433
C -3.5420 -2.1231 3.6279
C -3.6225 -1.2902 2.3543
N -3.3165 0.1111 2.5978
C -2.1091 0.6427 2.6091
S -0.6885 -0.3939 2.5602
N -1.9049 1.9421 2.7053
C -2.9332 2.9750 2.7206
C -3.4564 3.2346 4.1279
H -3.7170 -3.1685 3.3950
H -4.2976 -1.8028 4.3396
H -2.5625 -2.0308 4.0901
H -4.6301 -1.3332 1.9398
H -2.9215 -1.6720 1.5923
H -4.0969 0.7014 2.8592
H -0.9481 2.2504 2.8270
H -3.7381 2.6803 2.0424
H -2.4767 3.8816 2.3224
H -3.9128 2.3474 4.5591
H -4.1973 4.0276 4.1013
H -2.6426 3.5528 4.7726

Values from the calculation:
Molar mass: 501.6 g/mol
Multiplicity: 2
Frontier orbital gap (alpha / beta): 3.756 / 5.571 eV
Total charge: +2
Highest occupied orbital energy (alpha / beta): -13.21 / -13.26 eV
Electronic energy: -94016.1556 eV

Entry 2:
The following is a DFT calculation (the ωB97M-V functional and the def2-TZVPD basis) of an isolated ion of composition C4H11N4 and charge +1 in a non-equilibrium geometry.

Positions of all 19 atoms, in Å:
C 0.0625 -0.9627 0.0243
C -1.0834 -0.2779 -0.1900
C 1.3010 -0.0990 0.0556
C -2.5204 -0.4726 0.1002
N 0.6515 1.3672 -0.1006
N 2.0192 -0.4418 -1.1419
N 1.9089 -0.0942 1.4292
N -0.7494 1.1752 -0.4050
H -0.0046 -2.0283 0.1728
H -2.8753 0.5374 -0.0114
H -2.7348 -0.9019 1.0199
H -3.1293 -1.2098 -0.5033
H 0.7110 1.6482 0.8658
H 1.3407 -0.5359 -1.9281
H 2.7758 0.1893 -1.2934
H 1.5000 -0.8775 1.9219
H 2.8952 -0.2113 1.2904
H -0.6862 1.4752 -1.3610
H -1.3824 1.7204 0.0547

Values from the calculation:
Molar mass: 115.2 g/mol
Multiplicity: 3
Frontier orbital gap (alpha / beta): 7.409 / 6.947 eV
Energy above the lowest of the compared OMol25 structures with the same formula, charge and spin: 46.5 kcal per mole
Total charge: +1
Highest occupied orbital energy (alpha / beta): -10.62 / -14.08 eV
Electronic energy: -10273.6297 eV

Entry 3:
The following is a DFT calculation (the ωB97M-V functional and the def2-TZVPD basis) of one molecule with the formula C21H27N3O2S.

Positions of all 54 atoms, in Å:
C -2.4299 -3.8733 0.5663
C -2.4060 -2.5458 -0.1869
N -1.1975 -1.7911 0.0358
C -1.1940 -0.7443 0.9049
N -2.2211 -0.5524 1.6414
C -2.3501 0.5359 2.5606
C -2.9859 1.7866 1.9063
C -2.0552 2.4747 0.9736
C -0.9962 3.2748 1.2830
C -0.3062 3.7570 0.1476
C -0.8495 3.3166 -1.0146
S -2.2083 2.2907 -0.7429
N -0.0042 -0.0304 0.9545
C 0.8371 0.2000 -0.2036
C 2.2931 0.3300 0.1987
C 3.2060 0.7743 -0.7517
C 4.5438 0.9105 -0.4332
C 4.9873 0.6093 0.8444
C 4.0830 0.1789 1.7984
C 2.7425 0.0422 1.4785
C 0.6460 -0.9146 -1.2560
C -0.2289 -0.4642 -2.4173
O -1.1373 -1.0969 -2.8839
O 0.1731 0.7130 -2.9110
C -0.5717 1.2090 -4.0167
C 0.0264 -2.1696 -0.6222
C 1.0098 -2.8688 0.3200
H -2.2777 -3.6927 1.6268
H -1.6545 -4.5447 0.2042
H -3.3934 -4.3566 0.4285
H -2.5103 -2.7150 -1.2632
H -3.2253 -1.9178 0.1642
H -3.0353 0.1894 3.3420
H -1.4079 0.8295 3.0544
H -3.8807 1.4665 1.3709
H -3.2771 2.4788 2.7009
H -0.7237 3.5254 2.2938
H 0.5521 4.4030 0.1998
H -0.5353 3.5250 -2.0176
H -0.0632 0.7909 1.5406
H 0.5639 1.1565 -0.6786
H 2.8562 1.0189 -1.7451
H 5.2427 1.2556 -1.1812
H 6.0324 0.7152 1.0947
H 4.4202 -0.0517 2.7984
H 2.0418 -0.2895 2.2299
H 1.6218 -1.1620 -1.6872
H -1.5805 1.4795 -3.6981
H -0.0352 2.0821 -4.3796
H -0.6407 0.4483 -4.7966
H -0.2436 -2.8578 -1.4308
H 1.2475 -2.2294 1.1629
H 1.9295 -3.1121 -0.2067
H 0.5699 -3.7872 0.6984

Values from the calculation:
Molar mass: 385.5 g/mol
Frontier orbital gap: 8.430 eV
Energy above the lowest of the compared OMol25 structures with the same formula, charge and spin: 31.4 kcal per mole
Highest occupied orbital energy: -7.76 eV
Electronic energy: -41616.4770 eV
SMILES: CCN1/C(=N/CCc2cccs2)N[C@@H](c2ccccc2)[C@H](C(=O)OC)[C@H]1C

Entry 4:
The following is a DFT calculation (the ωB97M-V functional and the def2-TZVPD basis) of a 2-piece molecular cluster, C2H9N2S overall in a non-equilibrium geometry.

Positions of all 14 atoms, in Å:
C -0.7038 1.8837 -1.7799
S -0.9823 0.1134 -1.5106
H -1.3341 2.2802 -1.0138
H 0.3615 1.9404 -1.6359
H -0.8622 2.1452 -2.8116
N -0.2786 -1.4879 1.5616
C 0.8210 -0.5491 2.1341
N 1.9845 -0.1870 1.1414
H -1.0383 -1.0143 1.0731
H 0.2113 -1.9903 0.7925
H 0.3217 0.3024 2.6662
H 1.2180 -1.2156 2.9110
H 2.3801 -1.0377 0.7952
H 1.8137 0.4920 0.3457

Values from the calculation:
Molar mass: 93.2 g/mol
Frontier orbital gap: 6.470 eV
Energy above the lowest of the compared OMol25 structures with the same formula, charge and spin: 34.0 kcal per mole
Total charge: -1
Highest occupied orbital energy: -2.22 eV
Electronic energy: -16035.0810 eV